The following is a DFT calculation (wB97M-V/def2-TZVPD) of 2 unconnected molecules or ions with the total composition C3H4ClFO in a non-equilibrium geometry.

Each line ends with the Löwdin charge.
Geometry (Å):
Cl (-0.153417, 0.778071, -2.366377)  0.61
F (-1.449006, -1.606209, 0.138746)  -0.08
O (0.132051, 1.908092, -0.023988)  0.06
C (1.233169, -0.160384, 0.943269)  0.05
C (0.457777, 0.672922, 0.287470)  -0.41
C (-0.629134, 0.937349, -0.631592)  -0.59
H (-1.600901, 0.770644, -0.476259)  0.06
H (1.148179, -1.268652, 1.030048)  0.07
H (2.106465, 0.281426, 1.582910)  0.10
H (-1.245184, -2.313258, -0.484226)  0.14

Cartesian forces, eV/Å:
-0.62 -0.12 0.41
0.33 -1.67 -1.30
0.52 3.40 1.04
2.40 0.67 2.01
-0.93 -2.92 -0.33
4.45 -1.31 -1.97
-3.62 -0.05 0.71
-0.35 1.30 -0.59
-1.75 -0.78 -1.26
-0.44 1.47 1.27

As for the HOMO-LUMO gap: 10.1 eV. Its structure (SMILES) is C=C1O[C@H]1Cl.F. The calculation puts the relative energy (zero: lowest compared OMol25 entry of this formula, charge and spin) at 2.335 eV. The value obtained for the HOMO energy is -9.6 eV. The LUMO energy is 0.5 eV. Its charge is 0.